The molecule C3H4FNO at a distorted geometry. Source: OMol25; level of theory: ωB97M-V/def2-TZVPD.

Geometry (Å):
C -1.57 0.48 0.59
C -1.43 0.00 -0.64
C 0.77 0.40 -0.18
N 1.80 -0.43 0.28
O -0.16 -0.13 -1.17
F 1.14 1.61 -0.45
H -2.26 0.45 1.37
H -2.14 -0.56 -1.14
H 2.73 -0.06 0.39
H 1.71 -1.39 0.60

Values from the calculation:
Energy relative to the best compared isomer or geometry (same formula, charge and spin)   445.9 kJ/mol
Orbital gap (spin up / spin down)   9.027 / 7.908 eV
LUMO level (spin up / spin down)   0.62 / 0.26 eV
2S+1   1
Calculated total energy   -346.3989 a.u.
Highest occupied orbital energy (spin up / spin down)   -8.4 / -7.6 eV

---

The molecule C3H4FNO3 at a distorted geometry. Source: OMol25; level of theory: ωB97M-V/def2-TZVPD.

Geometry (Å):
C 0.26 0.31 0.50
C -0.39 -0.15 -0.74
C -0.20 -1.65 -1.05
H 0.91 1.39 2.38
H -0.39 2.30 0.15
H -0.66 -2.22 -0.19
H 0.81 -1.92 -1.17
N 0.13 1.61 0.69
O 0.59 2.16 1.86
O 0.88 -0.42 1.25
O -1.08 0.56 -1.43
F -0.86 -1.97 -2.25

Values from the calculation:
Energy relative to the best compared isomer or geometry (same formula, charge and spin)   263.2 kJ/mol
Orbital gap   9.692 eV
LUMO level   -0.39 eV
2S+1   1
SMILES   O=C(CF)C(=O)NO
Calculated total energy   -496.9946 a.u.
Highest occupied orbital energy   -10.1 eV